# 1
The following is a DFT calculation (ωB97M-V/def2-TZVPD) of CH3NO2S as an isolated structure.

```
! wB97M-V def2-TZVPD RIJCOSX def2/J DEFGRID3
* xyz 0 1
S -0.820 0.025 0.506
O -1.003 0.838 1.685
O -1.779 -0.735 -0.163
N 0.180 0.962 -0.640
C 0.811 -0.313 -0.030
H 0.899 -1.146 -0.709
H 1.831 -0.440 0.905
H -0.118 0.810 -1.554
*
```

The calculated total energy comes out at -17502.0180 eV. The energy relative to the best compared isomer or geometry (same formula, charge and spin) is 79.61 kcal per mole. The calculation puts the frontier orbital gap at 0.3937 Ha. Its highest occupied orbital energy is -10.257 eV.

***

# 2
The following is a DFT calculation (ωB97M-V/def2-TZVPD) of one molecule with the formula C6H12.

```
! wB97M-V def2-TZVPD RIJCOSX def2/J DEFGRID3
* xyz 0 1
C -0.392 -1.027 0.154
C 0.705 0.777 -0.245
C 0.053 -0.302 -1.138
C 0.398 0.304 2.321
C -0.999 0.126 -2.145
C 0.686 -0.229 0.923
H -0.560 0.750 -2.932
H -1.787 0.711 -1.655
H -1.471 -0.739 -2.624
H 1.625 -0.799 0.922
H 1.673 1.191 -0.544
H 1.003 1.199 2.518
H -1.403 -0.716 0.449
H -0.658 0.588 2.418
H 0.834 -0.888 -1.638
H 0.009 1.606 -0.060
H -0.341 -2.120 0.177
H 0.625 -0.433 3.099
*
```

The calculated total energy comes out at -6416.1094 eV. The energy relative to the best compared isomer or geometry (same formula, charge and spin) is 19.17 kcal per mole. Its structure (SMILES) is C[C@H]1C[C@@H](C)C1. The calculation puts the frontier orbital gap at 0.4283 Ha. Its highest occupied orbital energy is -10.404 eV.

***

# 3
The following is a DFT calculation (ωB97M-V/def2-TZVPD) of an isolated ion of composition C4H10N and charge +1.

```
! wB97M-V def2-TZVPD RIJCOSX def2/J DEFGRID3
* xyz 1 1
N 0.459 2.303 -0.312
C -1.097 -1.707 -0.432
C 0.346 0.073 0.696
C -0.053 -1.362 0.626
C 0.744 0.838 -0.326
H -0.519 -1.837 -1.349
H -1.886 -0.966 -0.526
H 1.288 0.527 -1.209
H -0.409 2.463 -0.813
H -0.370 -1.591 1.654
H 1.232 2.789 -0.769
H 0.790 -2.064 0.679
H -1.501 -2.695 -0.233
H 0.512 2.657 0.648
H 0.461 0.572 1.665
*
```

The calculated total energy comes out at -5791.9137 eV. The energy relative to the best compared isomer or geometry (same formula, charge and spin) is 44.83 kcal per mole. Its structure (SMILES) is CC/C=C/[NH3+]. The calculation puts the frontier orbital gap at 0.3826 Ha. Its highest occupied orbital energy is -14.352 eV.

***

# 4
The following is a DFT calculation (ωB97M-V/def2-TZVPD) of a 2-piece molecular cluster, C4H12N2O2 overall.

```
! wB97M-V def2-TZVPD RIJCOSX def2/J DEFGRID3
* xyz 0 1
O -2.940 -2.046 2.321
O 2.633 0.166 -0.364
N 1.130 1.534 0.653
N -1.301 0.036 -2.027
C -0.165 -0.048 -1.067
C 2.370 0.931 0.526
C -0.134 1.274 -0.173
C -0.439 -1.292 -0.201
H 3.153 1.154 1.233
H -0.970 1.266 0.552
H -0.334 -2.128 -0.880
H 0.290 -1.402 0.596
H -0.343 2.149 -0.893
H -2.533 -1.667 1.480
H 0.939 2.324 1.170
H -3.316 -1.259 2.790
H -1.260 0.817 -2.693
H 0.938 -0.332 -1.492
H -1.415 -1.300 0.191
H -1.285 -0.765 -2.599
*
```

The calculated total energy comes out at -11416.8412 eV. The energy relative to the best compared isomer or geometry (same formula, charge and spin) is 54.78 kcal per mole. Its structure (SMILES) is C[C@@H](N)CNC=O.O. The calculation puts the frontier orbital gap at 0.3640 Ha. Its highest occupied orbital energy is -9.230 eV.

***

# 5
The following is a DFT calculation (ωB97M-V/def2-TZVPD) of a 2-piece molecular cluster, C5H10O2 overall.

```
! wB97M-V def2-TZVPD RIJCOSX def2/J DEFGRID3
* xyz 0 1
O 0.276 -1.633 0.891
O -1.505 -1.195 -0.906
C 0.989 0.168 -1.461
C -0.989 -0.336 0.034
C -1.867 0.529 0.627
C 1.028 0.956 0.953
C 0.370 0.133 -0.103
H -2.920 0.459 0.400
H -1.550 1.354 1.238
H 1.031 2.014 0.678
H -0.143 -2.473 1.126
H 0.568 0.813 1.927
H 1.786 -0.582 -1.495
H 1.434 1.141 -1.671
H 2.071 0.639 1.023
H 0.289 -0.072 -2.260
H -0.866 -1.914 -1.003
*
```

The calculated total energy comes out at -9438.0662 eV. The energy relative to the best compared isomer or geometry (same formula, charge and spin) is 114.77 kcal per mole. The calculation puts the frontier orbital gap (alpha / beta) at 0.2730 / 0.2730 Ha. Its highest occupied orbital energy (alpha / beta) is -7.806 / -7.806 eV.

***

# 6
The following is a DFT calculation (ωB97M-V/def2-TZVPD) of one molecule with the formula C3H6N2O2.

```
! wB97M-V def2-TZVPD RIJCOSX def2/J DEFGRID3
* xyz 0 1
O 1.060 1.187 0.025
O 2.740 -0.161 0.134
N 0.791 -1.173 -0.212
N -0.624 -1.258 -0.032
C 1.588 -0.050 -0.037
C -1.057 -0.022 0.365
C -0.406 1.202 -0.234
H 1.186 -1.910 0.305
H -0.887 0.105 1.506
H -1.025 -1.521 -0.975
H -0.635 1.332 -1.348
H -0.640 2.201 0.158
H -2.092 0.068 0.347
*
```

The calculated total energy comes out at -10282.0385 eV. The energy relative to the best compared isomer or geometry (same formula, charge and spin) is 63.62 kcal per mole. Its structure (SMILES) is O=C1NNCCO1. The calculation puts the frontier orbital gap at 0.3790 Ha. Its highest occupied orbital energy is -9.573 eV.

***

# 7
The following is a DFT calculation (ωB97M-V/def2-TZVPD) of one molecule with the formula C2H2N6O.

```
! wB97M-V def2-TZVPD RIJCOSX def2/J DEFGRID3
* xyz 0 1
O 0.998 0.316 0.208
N 0.101 1.130 2.175
N -0.962 -0.461 0.796
N 1.186 -1.223 -1.600
N -0.184 0.697 -1.735
N -1.513 -0.549 -0.261
N -1.362 0.445 -1.309
C 0.822 -0.184 -1.009
C -0.005 0.444 1.096
H 1.767 -1.747 -1.057
H -0.849 1.132 2.695
*
```

The calculated total energy comes out at -13088.8201 eV. The energy relative to the best compared isomer or geometry (same formula, charge and spin) is 66.06 kcal per mole. Its structure (SMILES) is [H]/N=c1/nnnn/c(=N\[H])o1. The calculation puts the frontier orbital gap at 0.3252 Ha. Its highest occupied orbital energy is -10.109 eV.

***

# 8
The following is a DFT calculation (ωB97M-V/def2-TZVPD) of C21H56O21S7 as an isolated structure.

```
! wB97M-V def2-TZVPD RIJCOSX def2/J DEFGRID3
* xyz 0 1
S 19.559 -7.788 11.771
S 8.831 -10.496 0.112
S 21.260 -10.289 5.529
S 8.150 -3.627 5.497
S 13.125 -2.419 10.086
S 20.347 -11.878 -2.064
S 14.615 -7.060 3.489
O 13.971 -2.302 11.279
O 6.678 -4.225 5.185
O 8.792 -9.153 0.696
O 7.769 -10.518 -1.083
O 22.354 -10.022 6.534
O 14.932 -6.341 4.711
O 19.689 -12.081 -0.759
O 20.423 -6.749 12.384
O 8.653 -4.199 6.764
O 20.044 -10.973 5.929
O 18.726 -7.125 10.546
O 9.009 -3.730 4.293
O 20.086 -10.335 -2.540
O 15.503 -7.075 2.296
O 18.539 -8.550 12.629
O 10.060 -11.168 -0.312
O 21.761 -12.229 -2.182
O 13.990 -1.718 8.784
O 12.515 -3.663 9.728
O 14.383 -8.654 3.995
O 20.932 -8.825 4.841
C 20.661 -9.040 10.813
C 14.783 -1.748 6.629
C 22.080 -11.119 4.113
C 19.504 -12.706 -3.490
C 13.492 -1.928 7.427
C 17.808 -9.390 -2.057
C 6.610 -5.507 5.662
C 6.304 -11.337 -2.738
C 20.125 -7.842 5.457
C 14.599 -9.645 3.050
C 11.762 -1.208 10.141
C 8.005 -11.539 1.443
C 7.484 -11.672 -1.786
C 5.620 -6.329 4.841
C 17.776 -6.210 10.779
C 16.692 -6.518 9.604
C 7.670 -1.840 5.687
C 16.105 -9.953 2.929
C 12.880 -6.739 2.989
C 20.554 -6.580 4.789
C 19.318 -9.448 -1.757
H 12.807 -1.159 7.072
H 7.267 -1.418 4.766
H 21.402 -11.950 3.918
H 19.466 -9.600 -0.688
H 8.620 -1.314 5.789
H 6.151 -6.526 3.909
H 14.074 -10.497 3.481
H 13.103 -2.920 7.195
H 17.184 -10.280 -1.972
H 7.134 -1.747 6.631
H 19.986 -12.241 -4.350
H 6.333 -5.517 6.717
H 7.293 -12.502 -1.105
H 19.577 -13.789 -3.393
H 14.571 -2.086 5.614
H 15.023 -0.708 6.409
H 21.410 -9.440 11.497
H 20.186 -5.787 5.439
H 7.144 -11.037 1.883
H 17.406 -6.321 11.798
H 6.573 -10.502 -3.385
H 15.905 -5.764 9.610
H 6.257 -12.019 -3.587
H 20.207 -7.928 6.541
H 15.596 -2.269 7.134
H 16.360 -10.453 1.995
H 11.141 -1.338 9.255
H 19.576 -8.439 -2.080
H 14.215 -9.262 2.104
H 11.146 -1.289 11.036
H 12.216 -0.217 10.127
H 7.622 -12.393 0.883
H 18.467 -12.374 -3.445
H 12.892 -5.680 3.243
H 12.306 -7.220 3.781
H 12.656 -7.190 2.021
H 17.574 -8.599 -1.345
H 21.628 -6.423 4.689
H 16.450 -10.474 3.822
H 20.040 -6.506 3.830
H 16.276 -7.522 9.686
H 8.284 -12.180 -2.324
H 8.775 -11.817 2.163
H 5.342 -11.157 -2.257
H 16.805 -9.120 2.996
H 20.067 -9.843 10.377
H 19.102 -7.994 5.114
H 4.672 -5.820 4.671
H 7.499 -6.127 5.551
H 5.466 -7.310 5.292
H 23.142 -11.335 4.228
H 17.039 -6.507 8.570
H 21.879 -10.449 3.277
H 21.025 -8.367 10.037
H 18.156 -5.203 10.608
H 17.650 -8.932 -3.034
*
```

The calculated total energy comes out at -141520.3741 eV. The energy relative to the best compared isomer or geometry (same formula, charge and spin) is 146.43 kcal per mole. The calculation puts the frontier orbital gap at 0.3789 Ha. Its highest occupied orbital energy is -10.142 eV.

***

# 9
The following is a DFT calculation (ωB97M-V/def2-TZVPD) of C4H7NO2S as an isolated structure.

```
! wB97M-V def2-TZVPD RIJCOSX def2/J DEFGRID3
* xyz 0 1
S 1.745 0.101 -0.090
O 2.598 0.213 -1.275
O 2.348 0.412 1.210
N 1.079 -1.511 -0.186
C -1.148 -0.210 -0.441
C -0.702 2.035 0.546
C -0.339 -1.388 0.250
C -0.409 0.951 -0.045
H 1.188 -1.682 -1.123
H -1.143 -0.335 -1.510
H 0.013 2.614 0.921
H -0.435 -1.145 1.387
H -1.708 2.515 0.669
H -0.873 -2.379 -0.092
H -2.214 -0.192 -0.223
*
```

The calculated total energy comes out at -20678.1914 eV. The energy relative to the best compared isomer or geometry (same formula, charge and spin) is 104.81 kcal per mole. The calculation puts the frontier orbital gap at 0.3606 Ha. Its highest occupied orbital energy is -9.840 eV.

***

# 10
The following is a DFT calculation (ωB97M-V/def2-TZVPD) of one molecule with the formula C2H3NO2.

```
! wB97M-V def2-TZVPD RIJCOSX def2/J DEFGRID3
* xyz 0 1
O -1.400 0.985 -0.737
O -1.412 1.151 0.847
N -0.429 0.236 -1.113
C 0.443 -0.295 -0.425
C 1.366 -1.090 0.023
H 1.193 -2.149 0.128
H -2.065 1.860 0.896
H 2.304 -0.699 0.380
*
```

The calculated total energy comes out at -7701.5722 eV. The energy relative to the best compared isomer or geometry (same formula, charge and spin) is 144.61 kcal per mole. Its structure (SMILES) is C=C=NOO. The calculation puts the frontier orbital gap at 0.3598 Ha. Its highest occupied orbital energy is -9.684 eV.

***

# 11
The following is a DFT calculation (ωB97M-V/def2-TZVPD) of a 2-piece molecular cluster, C3H8N2 overall.

```
! wB97M-V def2-TZVPD RIJCOSX def2/J DEFGRID3
* xyz 0 1
N 1.649 0.371 1.459
N -1.205 0.007 -1.391
C -0.384 -0.825 -1.893
C 2.616 1.136 1.798
C -2.178 -0.443 -0.453
H 2.528 2.155 1.843
H 0.750 -0.642 -1.890
H -2.278 -1.468 -0.267
H -0.681 -1.871 -1.991
H 0.833 0.835 1.030
H 3.706 0.719 1.866
H -2.216 0.192 0.546
H -3.140 -0.166 -0.657
*
```

The calculated total energy comes out at -6217.2857 eV. The energy relative to the best compared isomer or geometry (same formula, charge and spin) is 105.18 kcal per mole. Its structure (SMILES) is C=NC.C=N. The calculation puts the frontier orbital gap at 0.3637 Ha. Its highest occupied orbital energy is -9.059 eV.

***

# 12
The following is a DFT calculation (ωB97M-V/def2-TZVPD) of C15H53B2BaO20P5 as an isolated structure.

```
! wB97M-V def2-TZVPD RIJCOSX def2/J DEFGRID3
* xyz 0 1
Ba 1.197 -0.308 0.299
P -0.172 -1.586 3.920
P 3.488 1.085 -2.598
P -0.604 3.361 1.220
P -0.555 -1.571 -3.121
P -3.001 -0.265 -0.177
O 4.376 2.308 -2.095
O -1.621 -0.111 0.338
O -4.051 0.771 0.407
O -3.620 -1.714 0.065
O -0.187 4.807 0.720
O 2.297 0.813 -1.786
O 0.601 -2.966 3.945
O -1.571 -0.668 -3.948
O 0.357 2.296 0.924
O 4.488 -0.164 -2.638
O -0.875 3.574 2.767
O -1.521 -2.768 -2.691
O -3.161 -0.085 -1.752
O 0.191 -0.871 -2.071
O 0.417 -2.228 -4.208
O 0.424 -0.841 5.206
O -2.063 3.122 0.614
O -1.661 -1.906 4.431
O -0.055 -0.826 2.676
O 3.266 1.476 -4.132
C -4.484 -0.125 -2.311
C -4.185 0.995 1.796
C 1.648 -0.106 5.167
C -0.144 -2.947 -5.305
C 5.394 2.131 -1.089
C -0.919 5.967 1.124
C 0.340 -3.993 4.898
C -3.141 -2.561 1.109
C -1.213 2.531 3.668
C -2.284 3.377 -0.784
C -0.955 -3.948 -2.096
C 5.740 -0.082 -3.291
C -1.325 0.679 -4.294
C 2.276 0.818 -4.917
C -2.495 -0.856 4.888
B 3.293 0.619 1.831
B 2.062 -2.909 -0.156
H -4.210 2.061 2.013
H -1.325 -4.077 -1.081
H -5.004 0.422 2.229
H 0.134 -3.960 -2.120
H -3.324 3.683 -0.835
H -1.586 4.125 -1.163
H 3.016 1.245 0.933
H -0.737 -2.254 -5.904
H -0.768 -3.776 -4.965
H -1.626 5.883 1.945
H 3.823 -0.348 1.556
H 1.044 -2.941 0.349
H -0.160 6.697 1.406
H 5.345 1.116 -0.698
H 2.269 -0.414 6.006
H -2.107 2.489 -1.392
H -4.747 0.827 -2.778
H 2.194 -0.229 4.232
H -0.378 1.033 -3.887
H 6.582 -0.156 -2.606
H 1.469 0.967 5.260
H 0.654 -3.398 -5.890
H 1.265 -4.158 5.442
H -3.260 0.703 2.308
H 3.999 1.211 2.539
H 5.285 2.844 -0.280
H -5.213 -0.398 -1.553
H -0.568 1.665 3.503
H -3.113 -0.420 4.103
H -1.361 -4.775 -2.686
H -2.268 2.277 3.571
H -2.121 1.343 -3.950
H 6.352 2.262 -1.593
H 2.385 -3.992 -0.436
H -2.870 -3.521 0.668
H -3.910 -2.713 1.864
H -0.027 -4.884 4.384
H 2.747 0.233 -5.707
H -2.214 -2.188 1.549
H -1.417 6.403 0.258
H -1.954 -0.082 5.431
H -1.028 2.870 4.686
H 5.875 0.835 -3.873
H 5.806 -0.888 -4.022
H 1.695 1.628 -5.358
H 1.619 0.122 -4.396
H 2.348 0.320 2.379
H -1.322 0.760 -5.383
H 2.843 -2.473 0.541
H 2.019 -2.388 -1.163
H -0.492 -3.787 5.576
H -4.448 -0.826 -3.146
H -3.205 -1.300 5.587
*
```

The calculated total energy comes out at -105866.8738 eV. The energy relative to the best compared isomer or geometry (same formula, charge and spin) is 3.29 kcal per mole. The calculation puts the frontier orbital gap at 0.2985 Ha. Its highest occupied orbital energy is -7.797 eV.